Record 1
DFT (the ωB97M-V functional and the def2-TZVPD basis) results for an isolated molecule of C5H12N2O.

Positions of all 20 atoms, in Å:
C1 2.795 -0.166 -0.407
C2 2.099 1.025 0.230
C3 0.604 0.879 0.254
O1 -0.033 2.063 0.254
N1 -0.003 -0.247 0.300
C4 -1.441 -0.338 0.457
C5 -1.861 -1.753 0.064
N2 -2.159 0.639 -0.354
H1 2.615 -1.082 0.166
H2 3.875 0.001 -0.446
H3 2.434 -0.333 -1.427
H4 2.444 1.154 1.261
H5 2.357 1.931 -0.329
H6 -0.990 1.888 0.121
H7 -1.695 -0.181 1.512
H8 -2.938 -1.900 0.199
H9 -1.340 -2.495 0.680
H10 -1.614 -1.967 -0.982
H11 -1.991 0.394 -1.333
H12 -3.161 0.485 -0.219

Calculated values
Energy relative to the best compared isomer or geometry (same formula, charge and spin) = 19.4 kcal per mole
LUMO = 0.03346 Eh
E_HOMO = -9.46 eV
Structure (SMILES) = CC/C(O)=N/[C@H](C)N
HOMO-LUMO gap = 10.373 eV

Record 2
DFT (the ωB97M-V functional and the def2-TZVPD basis) results for an isolated molecule of C26H34NO6PS.

Positions of all 69 atoms, in Å:
C1 -5.978 -1.588 -0.278
C2 -5.341 -2.085 1.014
C3 -3.830 -1.862 1.064
C4 -3.052 -2.773 0.117
C5 -1.566 -2.431 0.109
O1 -1.356 -1.196 -0.571
P1 -0.830 0.102 0.198
O2 -0.987 0.069 1.655
O3 -1.540 1.294 -0.567
C6 -2.719 1.887 -0.009
C7 -2.867 3.322 -0.506
C8 -2.076 4.355 0.299
C9 -0.558 4.179 0.246
C10 0.028 4.411 -1.141
C11 0.957 0.284 -0.344
N1 1.433 1.425 0.389
S1 2.949 2.036 0.032
O4 3.205 3.022 1.038
O5 2.950 2.425 -1.344
C12 4.067 0.656 0.242
C13 4.587 0.397 1.494
C14 5.395 -0.714 1.669
C15 5.663 -1.548 0.595
C16 5.146 -1.268 -0.660
C17 4.343 -0.154 -0.841
C18 0.910 0.552 -1.793
C19 1.054 -0.409 -2.708
C20 1.361 -1.796 -2.363
O6 1.389 -2.691 -3.190
C21 1.683 -2.040 -0.937
C22 2.161 -3.298 -0.569
C23 2.498 -3.567 0.740
C24 2.346 -2.579 1.702
C25 1.865 -1.331 1.352
C26 1.546 -1.040 0.029
H1 -7.057 -1.714 -0.239
H2 -5.605 -2.137 -1.138
H3 -5.763 -0.531 -0.425
H4 -5.797 -1.558 1.855
H5 -5.552 -3.150 1.138
H6 -3.474 -2.034 2.082
H7 -3.608 -0.822 0.816
H8 -3.167 -3.814 0.423
H9 -3.426 -2.669 -0.902
H10 -1.187 -2.352 1.132
H11 -0.994 -3.190 -0.434
H12 -2.658 1.847 1.084
H13 -3.579 1.292 -0.335
H14 -3.926 3.581 -0.453
H15 -2.569 3.349 -1.554
H16 -2.332 5.348 -0.081
H17 -2.402 4.306 1.341
H18 -0.295 3.177 0.584
H19 -0.103 4.887 0.942
H20 1.103 4.252 -1.120
H21 -0.400 3.720 -1.862
H22 -0.171 5.427 -1.477
H23 1.242 1.398 1.380
H24 4.361 1.074 2.303
H25 5.813 -0.931 2.641
H26 6.287 -2.418 0.735
H27 5.365 -1.915 -1.495
H28 3.931 0.103 -1.804
H29 0.713 1.576 -2.065
H30 0.954 -0.196 -3.762
H31 2.254 -4.048 -1.341
H32 2.869 -4.542 1.019
H33 2.598 -2.783 2.732
H34 1.736 -0.579 2.115

Calculated values
Energy relative to the best compared isomer or geometry (same formula, charge and spin) = 1.9 kcal per mole
LUMO = -0.00836 Eh
E_HOMO = -9.37 eV
Structure (SMILES) = CCCCCOP(=O)(OCCCCC)[C@]1(NS(=O)(=O)c2ccccc2)C=CC(=O)c2ccccc21
HOMO-LUMO gap = 9.147 eV

Record 3
DFT (the ωB97M-V functional and the def2-TZVPD basis) results for a 14-piece molecular cluster, C42H110N2O26 overall.

Positions of all 180 atoms, in Å:
C1 -0.624 3.608 2.502
C2 0.861 3.364 2.322
C3 1.300 3.591 0.885
C4 1.441 5.086 0.561
C5 2.466 5.705 1.567
C6 2.027 5.515 3.040
N1 1.765 4.087 3.215
O1 1.495 3.799 4.578
C7 3.264 5.950 3.865
C8 0.845 6.461 3.323
C9 1.052 1.842 2.584
H1 -0.972 3.289 3.488
H2 -1.193 3.136 1.703
H3 -0.933 4.658 2.487
H4 2.217 3.034 0.692
H5 0.488 3.312 0.208
H6 0.529 5.663 0.719
H7 1.768 5.173 -0.474
H8 2.430 6.780 1.363
H9 3.449 5.363 1.244
H10 3.455 5.207 4.642
H11 4.172 6.075 3.279
H12 3.094 6.877 4.414
H13 0.064 6.476 2.564
H14 0.335 6.309 4.278
H15 1.240 7.473 3.438
H16 0.367 1.274 1.938
H17 0.730 1.461 3.555
H18 2.026 1.474 2.260
H19 2.118 3.092 4.783
C10 -7.137 -0.198 0.482
C11 -6.534 -0.288 1.888
C12 -6.499 -1.782 2.272
C13 -5.635 -2.026 3.515
C14 -4.207 -1.591 3.137
C15 -4.052 -0.108 2.768
N2 -5.165 0.264 1.851
O2 -5.141 1.650 1.547
C16 -4.138 0.716 4.056
C17 -2.710 0.057 2.051
C18 -7.392 0.432 2.938
H20 -6.879 0.738 -0.014
H21 -8.224 -0.239 0.589
H22 -6.886 -1.029 -0.176
H23 -7.495 -2.182 2.472
H24 -6.034 -2.371 1.476
H25 -5.617 -3.091 3.742
H26 -6.013 -1.429 4.342
H27 -3.748 -2.266 2.418
H28 -3.672 -1.639 4.089
H29 -3.228 0.617 4.651
H30 -4.170 1.786 3.824
H31 -4.990 0.535 4.709
H32 -1.884 0.234 2.737
H33 -2.548 -0.728 1.312
H34 -2.792 0.958 1.440
H35 -8.442 0.192 2.741
H36 -7.410 1.520 2.805
H37 -7.198 0.256 3.992
H38 -5.413 2.088 2.370
C19 0.412 3.894 -5.462
C20 -0.882 3.355 -6.037
O3 -0.733 1.943 -6.292
O4 0.806 3.241 -4.263
H39 0.247 4.957 -5.286
H40 1.205 3.703 -6.195
H41 -1.253 3.882 -6.915
H42 -1.633 3.467 -5.244
H43 -0.687 1.855 -7.248
H44 0.752 2.301 -4.506
C21 -3.199 -2.279 -4.016
C22 -3.906 -2.917 -2.826
O5 -3.474 -2.403 -1.565
O6 -3.762 -0.979 -4.154
H45 -3.453 -2.839 -4.918
H46 -2.116 -2.278 -3.898
H47 -3.762 -3.999 -2.826
H48 -4.983 -2.772 -2.935
H49 -3.641 -1.436 -1.566
H50 -3.087 -0.371 -4.473
C23 4.127 -3.637 -2.969
C24 3.253 -2.574 -3.587
O7 3.988 -1.342 -3.540
O8 4.224 -3.486 -1.558
H51 5.096 -3.642 -3.480
H52 3.729 -4.645 -3.112
H53 2.353 -2.362 -2.994
H54 2.939 -2.798 -4.614
H55 3.393 -0.644 -3.874
H56 4.369 -2.538 -1.389
C25 5.069 1.133 -5.670
C26 3.580 1.466 -5.691
O9 2.849 0.920 -4.567
O10 5.376 -0.231 -5.888
H57 5.489 1.400 -4.691
H58 5.589 1.737 -6.414
H59 3.093 0.936 -6.512
H60 3.356 2.531 -5.778
H61 3.025 1.439 -3.757
H62 4.853 -0.737 -5.242
C27 3.231 -3.489 2.577
C28 3.258 -2.364 1.544
O11 2.400 -1.288 1.859
O12 3.570 -3.020 3.858
H63 3.951 -4.233 2.232
H64 2.254 -3.977 2.474
H65 3.033 -2.792 0.556
H66 4.272 -1.990 1.381
H67 1.505 -1.395 1.504
H68 2.976 -2.284 4.047
C29 3.973 3.297 -1.762
C30 4.256 4.196 -2.955
O13 3.068 4.778 -3.476
O14 3.087 2.256 -2.170
H69 3.434 3.875 -1.002
H70 4.853 2.964 -1.204
H71 4.845 3.681 -3.725
H72 4.886 5.056 -2.723
H73 2.400 4.079 -3.556
H74 2.719 1.798 -1.400
C31 1.530 -5.316 -0.227
C32 1.694 -6.696 -0.806
O15 2.152 -7.607 0.188
O16 0.567 -5.323 0.845
H75 1.117 -4.628 -0.969
H76 2.479 -4.919 0.135
H77 2.369 -6.614 -1.665
H78 0.766 -7.093 -1.234
H79 2.069 -7.144 1.029
H80 -0.109 -4.667 0.637
C33 -1.091 -3.222 3.298
C34 -0.153 -2.495 4.247
O17 0.617 -3.447 4.985
O18 -2.132 -3.841 4.060
H81 -0.570 -4.056 2.818
H82 -1.376 -2.514 2.509
H83 -0.782 -1.816 4.833
H84 0.624 -1.941 3.722
H85 -0.014 -4.014 5.447
H86 -2.571 -4.403 3.402
C35 -2.553 -5.136 -0.069
C36 -3.887 -4.960 0.626
O19 -3.715 -5.144 2.038
O20 -1.764 -3.929 -0.060
H87 -2.629 -5.468 -1.109
H88 -1.922 -5.900 0.387
H89 -4.586 -5.682 0.200
H90 -4.281 -3.953 0.482
H91 -4.392 -5.752 2.345
H92 -2.178 -3.371 -0.746
C37 -3.809 1.611 -1.702
C38 -2.333 1.986 -1.792
O21 -1.875 2.359 -0.495
O22 -3.999 0.304 -1.187
H93 -4.211 1.627 -2.725
H94 -4.393 2.368 -1.174
H95 -2.301 2.806 -2.514
H96 -1.760 1.156 -2.211
H97 -2.562 2.107 0.127
H98 -4.416 0.339 -0.315
C39 6.004 0.445 1.217
C40 6.133 -0.311 -0.095
O23 4.882 -0.849 -0.532
O24 5.623 1.799 0.961
H99 6.915 0.401 1.819
H100 5.233 -0.063 1.808
H101 6.767 -1.184 0.064
H102 6.545 0.317 -0.889
H103 4.280 -0.085 -0.509
H104 5.150 2.130 1.731
C41 1.436 -0.289 -1.209
C42 0.117 -0.688 -0.593
O25 0.286 -1.879 0.174
O26 2.295 0.316 -0.224
H105 1.263 0.448 -1.992
H106 1.941 -1.189 -1.572
H107 -0.628 -0.864 -1.382
H108 -0.355 0.090 0.017
H109 -0.509 -2.420 0.204
H110 2.407 -0.345 0.486

Calculated values
Energy relative to the best compared isomer or geometry (same formula, charge and spin) = 0.0 kcal per mole
LUMO = 0.00383 Eh
E_HOMO = -8.28 eV
HOMO-LUMO gap = 8.388 eV

Record 4
DFT (the ωB97M-V functional and the def2-TZVPD basis) results for C51H37Cl2LaN4O3P as an isolated structure.

Positions of all 99 atoms, in Å:
La1 0.313 0.377 1.565
Cl1 3.012 -6.417 3.168
C1 2.547 -5.066 2.270
C2 3.401 -4.307 1.459
C3 3.011 -3.136 0.890
C4 1.705 -2.636 1.100
O1 1.522 -1.404 0.707
C5 0.786 -3.397 2.007
C6 -0.511 -2.955 2.494
N1 -1.050 -1.721 2.399
C7 -2.321 -1.524 2.938
C8 -3.339 -2.468 3.100
C9 -4.579 -2.135 3.673
C10 -4.758 -0.887 4.204
C11 -3.822 0.151 4.004
C12 -4.035 1.508 4.390
C13 -3.226 2.512 3.920
C14 -2.227 2.168 3.042
N2 -1.849 0.898 2.889
C15 -2.663 -0.158 3.308
C16 1.281 -4.587 2.538
H1 4.427 -4.669 1.398
H2 3.679 -2.517 0.279
H3 -1.103 -3.570 3.134
H4 -3.186 -3.465 2.759
H5 -5.405 -2.851 3.768
H6 -5.703 -0.621 4.706
H7 -4.998 1.656 4.875
H8 -3.361 3.522 4.211
H9 -1.614 2.961 2.514
H10 0.740 -5.095 3.320
C17 -2.385 0.620 -0.571
O2 -1.293 1.422 -0.082
C18 -1.023 2.639 -0.673
C19 -1.728 3.051 -1.826
C20 -1.421 4.308 -2.307
C21 -0.516 5.148 -1.655
C22 0.123 4.766 -0.481
C23 -0.093 3.472 0.036
N3 0.693 2.885 1.044
N4 1.589 3.741 1.473
C24 2.389 3.558 2.528
C25 2.492 2.282 3.285
O3 1.636 1.288 3.131
C26 3.496 2.258 4.345
C27 4.160 3.395 4.731
C28 3.802 4.689 4.167
C29 4.207 5.857 4.783
C30 4.000 7.076 4.123
C31 3.261 7.144 2.944
C32 2.840 5.983 2.329
C33 3.064 4.764 2.976
H11 -3.063 1.236 -1.171
H12 -2.909 0.180 0.258
H13 -1.981 -0.173 -1.186
H14 -2.395 2.336 -2.319
H15 -1.947 4.645 -3.197
H16 -0.180 6.151 -1.979
H17 0.887 5.328 0.050
H18 3.720 1.356 4.886
H19 4.858 3.399 5.558
H20 4.664 5.761 5.742
H21 4.426 7.993 4.552
H22 2.932 8.114 2.558
H23 2.229 6.044 1.404
Cl2 1.334 0.447 -1.595
C34 1.870 -0.669 -2.844
C35 3.158 -0.483 -3.340
C36 3.469 -0.957 -4.644
C37 2.510 -1.635 -5.381
C38 1.271 -1.991 -4.731
C39 0.934 -1.502 -3.483
P1 -0.642 -1.919 -2.707
C40 -1.689 -1.524 -4.156
C41 -1.696 -0.181 -4.489
C42 -2.402 0.310 -5.631
C43 -3.105 -0.602 -6.399
C44 -3.186 -1.921 -5.970
C45 -2.471 -2.398 -4.871
C46 -0.488 -3.662 -2.463
C47 0.740 -4.323 -2.654
C48 0.738 -5.733 -2.844
C49 -0.472 -6.441 -2.858
C50 -1.656 -5.801 -2.391
C51 -1.654 -4.419 -2.242
H24 3.819 0.096 -2.706
H25 4.474 -0.779 -5.055
H26 2.683 -1.887 -6.443
H27 0.540 -2.562 -5.291
H28 -1.097 0.425 -3.782
H29 -2.322 1.360 -5.927
H30 -3.497 -0.325 -7.360
H31 -3.769 -2.659 -6.515
H32 -2.424 -3.482 -4.728
H33 1.648 -3.726 -2.753
H34 1.742 -6.199 -2.991
H35 -0.437 -7.493 -3.085
H36 -2.578 -6.370 -2.204
H37 -2.556 -3.882 -1.954

Calculated values
Energy relative to the best compared isomer or geometry (same formula, charge and spin) = 43.9 kcal per mole
Net charge = +1
LUMO = -0.12471 Eh
E_HOMO = -9.72 eV
HOMO-LUMO gap = 6.323 eV

Record 5
DFT (the ωB97M-V functional and the def2-TZVPD basis) results for a 2-piece molecular cluster, CH2FN overall.

Positions of all 5 atoms, in Å:
C1 0.315 0.098 0.070
N1 0.174 -1.100 0.046
F1 1.506 0.641 0.024
H1 -1.422 2.098 -0.002
H2 -0.572 -1.736 -0.138

Calculated values
Energy relative to the best compared isomer or geometry (same formula, charge and spin) = 105.7 kcal per mole
LUMO (alpha / beta) = -0.00331 / -0.03181 Eh
E_HOMO (alpha / beta) = -9.37 / -10.77 eV
HOMO-LUMO gap (alpha / beta) = 9.285 / 9.899 eV

Record 6
DFT (the ωB97M-V functional and the def2-TZVPD basis) results for a 2-piece molecular cluster, C10H14N5 overall.

Positions of all 29 atoms, in Å:
C1 3.932 0.857 0.138
C2 3.169 1.460 -0.896
C3 3.216 0.203 1.098
C4 1.832 1.411 -0.982
C5 1.870 0.026 0.963
C6 1.172 0.628 -0.055
C7 -0.241 0.485 -0.092
C8 -0.689 -1.972 0.643
C9 -1.324 1.260 -0.359
C10 -0.569 -2.513 -0.684
N1 -2.555 0.708 -0.232
N2 -0.807 -1.923 1.845
N3 -1.344 2.550 -0.789
N4 -4.797 0.675 -0.443
N5 -3.633 1.227 -0.704
H1 5.063 1.072 0.163
H2 3.841 2.066 -1.540
H3 3.686 -0.160 1.995
H4 1.108 1.913 -1.673
H5 1.207 -0.557 1.684
H6 -1.439 -2.243 -1.323
H7 -0.357 -3.674 -0.569
H8 0.202 -1.966 -1.171
H9 -0.491 -2.559 2.674
H10 -0.420 2.822 -1.185
H11 -1.787 3.168 -0.131
H12 -5.611 1.090 -0.828
H13 -5.002 -0.244 -0.203
H14 -2.555 -0.224 0.189

Calculated values
Energy relative to the best compared isomer or geometry (same formula, charge and spin) = 97.2 kcal per mole
Net charge = +1
<S²> = 2.032
Multiplicity = 3
LUMO (alpha / beta) = -0.15866 / -0.19993 Eh
E_HOMO (alpha / beta) = -9.24 / -11.40 eV
HOMO-LUMO gap (alpha / beta) = 4.919 / 5.963 eV

Record 7
DFT (the ωB97M-V functional and the def2-TZVPD basis) results for a 3-piece molecular cluster, C29H32IN5O7S overall.

Positions of all 75 atoms, in Å:
C1 0.762 -4.103 1.602
C2 -0.404 -3.598 0.950
C3 -1.618 -3.307 -0.119
C4 -1.290 -2.038 -1.157
C5 0.060 -2.406 -2.055
C6 0.405 -1.248 -3.198
N1 -0.650 -0.194 -2.950
C7 -1.572 -0.127 -3.969
O1 -2.270 -0.118 -5.137
N2 0.303 -2.100 -4.480
C8 1.580 -2.950 -4.646
O2 1.726 -4.166 -5.204
C9 2.676 -1.971 -3.896
N3 3.797 -2.652 -3.143
C10 3.340 -3.760 -2.442
S1 2.845 -5.396 -2.146
C11 1.958 -0.625 -3.208
C12 2.270 0.507 -4.354
C13 1.628 1.987 -4.065
C14 1.873 2.867 -5.466
O3 2.285 2.757 -2.997
C15 2.590 -0.360 -1.682
I1 4.652 0.488 -1.780
C16 1.608 0.568 -0.735
C17 2.430 1.329 0.504
H1 1.739 -4.476 2.134
H2 -2.643 -3.130 0.459
H3 -1.833 -4.230 -0.844
H4 -2.272 -1.950 -1.830
H5 -1.155 -1.080 -0.488
H6 0.931 -2.594 -1.297
H7 -0.183 -3.466 -2.547
H8 0.354 -1.568 -5.382
H9 3.260 -1.521 -4.832
H10 3.404 0.647 -4.608
H11 1.755 0.112 -5.355
H12 0.470 2.004 -3.891
H13 1.196 3.845 -5.496
H14 1.623 2.249 -6.429
H15 3.025 3.162 -5.561
H16 3.117 3.215 -3.373
H17 2.733 -1.385 -1.086
H18 0.906 1.294 -1.332
H19 0.879 -0.197 -0.181
H20 2.926 2.339 0.172
H21 3.223 0.556 0.936
H22 1.639 1.473 1.386
O4 -0.251 1.815 2.323
N4 0.470 1.305 3.195
O5 1.194 0.316 3.015
C18 0.460 1.913 4.531
C19 -0.373 3.010 4.788
C20 -0.396 3.568 6.068
C21 0.409 3.038 7.077
C22 1.245 1.951 6.815
C23 1.275 1.383 5.540
H23 -1.006 3.435 4.013
H24 -1.044 4.416 6.280
H25 0.383 3.473 8.075
H26 1.872 1.545 7.606
H27 1.930 0.535 5.353
O6 -4.698 2.181 5.343
N5 -4.123 2.150 4.244
O7 -3.400 3.055 3.805
C24 -4.316 0.961 3.405
C25 -5.155 -0.071 3.846
C26 -5.354 -1.188 3.033
C27 -4.717 -1.275 1.794
C28 -3.873 -0.250 1.362
C29 -3.669 0.874 2.165
H28 -5.659 -0.019 4.809
H29 -6.009 -1.992 3.364
H30 -4.880 -2.145 1.161
H31 -3.378 -0.326 0.397
H32 -3.011 1.665 1.813

Calculated values
LUMO = -0.03254 Eh
E_HOMO = -9.03 eV
Structure (SMILES) = C#CCCC[C@]1(N=C=O)NC(=O)[C@H](N=C=S)[C@]1(C[C@H](C)O)[C@@H](I)CC.O=[N+]([O-])c1ccccc1.O=[N+]([O-])c1ccccc1
HOMO-LUMO gap = 8.146 eV

Number 1: F_max 1.16 eV/A. Number 2: F_max 1.12 eV/A. Number 3: F_max 2.37 eV/A. Number 4: F_max 3.06 eV/A. Number 5: F_max 1.29 eV/A. Number 6: F_max 4.23 eV/A. Number 7: F_max 10.95 eV/A.